A molecular structure, C6H16N2, computed with wB97M-V/def2-TZVPD.

## Properties
Strongest force on any atom: 3.47 eV Å⁻¹
Energy above the lowest of the compared OMol25 structures with the same formula, charge and spin: 529.20 kJ/mol
E_tot: -9456.5896 eV
Kohn-Sham gap: 8.64 eV

Atoms and positions in Å:
N 2.863 -2.179 0.184
C 1.749 -1.518 -0.364
C 0.450 -1.977 0.223
C 1.860 -0.564 -1.292
N -2.018 -0.151 0.020
C -1.689 0.940 -0.686
C -1.992 2.358 -0.240
C -1.456 2.643 1.157
H 2.692 -2.652 1.065
H 3.744 -1.696 0.143
H 0.394 0.727 2.471
H 0.101 -2.928 -0.166
H -0.334 -1.256 -0.079
H 0.488 -1.973 1.323
H 0.964 -0.124 -1.756
H 2.845 -0.270 -1.682
H 0.860 0.148 2.477
H -1.339 0.741 -1.712
H -1.090 0.412 0.430
H -1.625 3.049 -1.008
H -3.097 2.365 -0.286
H -1.673 3.702 1.380
H -2.094 2.153 1.875
H -0.361 2.530 1.235

Mulliken atomic charge list, values in e, 5 entries: atom 1 (N): -0.551, atom 2 (C): 0.844, atom 3 (C): -0.846, atom 4 (C): -0.951, atom 5 (N): -0.672

C4H12N4 in the gas phase, computed with wB97M-V/def2-TZVPD.

## Properties
Strongest force on any atom: 4.86 eV Å⁻¹
SMILES: CC/C(=N\NC)NN
Energy above the lowest of the compared OMol25 structures with the same formula, charge and spin: 362.68 kJ/mol
E_tot: -10299.5127 eV
Kohn-Sham gap: 9.21 eV

Atoms and positions in Å:
C 0.191 -2.111 0.593
C 0.199 -0.536 0.857
C -0.665 0.246 -0.204
N -0.129 0.650 -1.286
N 1.295 0.414 -1.246
C 1.928 1.608 -0.929
N -1.934 0.707 0.031
N -2.790 0.060 0.918
H 0.405 -1.924 -0.538
H -0.818 -2.531 0.863
H 0.987 -2.554 1.219
H 1.302 -0.229 0.803
H -0.113 -0.332 1.856
H 1.412 0.124 -2.275
H 2.974 1.382 -1.004
H 1.765 1.897 0.120
H 1.791 2.617 -1.487
H -2.308 1.288 -0.712
H -2.929 -0.975 0.533
H -2.562 0.201 1.887

Mulliken atomic charge list, values in e, 5 entries: atom 1 (C): -0.843, atom 2 (C): -0.633, atom 3 (C): 0.367, atom 4 (N): -0.758, atom 5 (N): -0.127

14 unconnected molecules or ions with the total composition C26H56N6O30, computed with wB97M-V/def2-TZVPD.

## Properties
Net charge: -2
Strongest force on any atom: 7.28 eV Å⁻¹
Energy above the lowest of the compared OMol25 structures with the same formula, charge and spin: 0.00 kJ/mol
E_tot: -98233.3582 eV
Kohn-Sham gap: 2.76 eV

Atoms and positions in Å:
C 7.348 5.408 13.630
C 7.308 3.973 14.201
O 7.297 3.814 15.429
N 7.475 2.825 13.174
H 6.949 1.997 13.413
H 7.075 3.184 12.319
C 8.820 2.273 12.998
H 6.641 6.108 14.073
H 7.009 5.510 12.599
H 8.339 5.849 13.737
H 9.436 3.081 12.603
H 8.808 1.356 12.408
H 9.188 2.023 13.993
C 4.878 -1.671 19.880
C 3.397 -1.368 20.107
O 2.829 -0.342 19.706
N 2.555 -2.437 20.761
H 1.679 -2.421 20.258
H 2.982 -3.337 20.599
C 2.251 -2.037 22.245
H 5.456 -1.818 20.792
H 5.381 -0.834 19.395
H 4.948 -2.582 19.285
H 3.196 -2.274 22.733
H 1.500 -2.713 22.652
H 1.921 -1.001 22.332
C 9.860 0.395 18.184
C 9.898 -1.120 18.170
O 10.564 -1.712 19.028
N 9.330 -1.827 16.928
H 8.384 -2.155 17.062
H 9.238 -1.170 16.167
C 10.154 -3.001 16.448
H 10.413 0.923 18.960
H 8.857 0.737 18.438
H 10.193 0.915 17.286
H 10.117 -3.760 17.229
H 11.168 -2.638 16.282
H 9.767 -3.255 15.461
C 6.101 1.910 17.881
C 4.772 1.607 17.089
O 3.655 1.804 17.604
N 4.965 0.984 15.738
H 4.664 1.565 14.968
H 5.961 0.877 15.607
C 4.289 -0.400 15.587
H 5.728 2.280 18.837
H 6.812 2.622 17.463
H 6.557 0.977 18.212
H 3.226 -0.155 15.588
H 4.632 -1.017 16.417
H 4.642 -0.700 14.600
C 4.915 0.082 10.938
C 5.063 -1.372 10.444
O 4.384 -1.801 9.546
N 6.067 -2.255 11.212
H 6.456 -2.833 10.481
H 6.845 -1.712 11.560
C 5.286 -3.023 12.304
H 4.159 0.766 10.552
H 5.790 0.647 10.618
H 4.732 0.122 12.011
H 5.976 -3.720 12.781
H 4.368 -3.485 11.943
H 4.996 -2.377 13.132
C 12.522 -5.040 12.659
C 11.334 -5.479 13.546
O 11.383 -5.411 14.836
N 10.079 -6.029 12.862
H 10.398 -6.588 12.084
H 9.662 -6.585 13.596
C 9.064 -4.934 12.537
H 12.916 -5.901 12.119
H 13.206 -4.553 13.354
H 12.202 -4.280 11.946
H 8.252 -5.451 12.026
H 9.518 -4.182 11.891
H 8.732 -4.528 13.492
O 2.403 3.500 13.026
C 3.150 2.438 13.279
O 4.319 2.674 13.619
O 2.670 1.327 13.425
H 3.049 4.181 13.228
O 10.269 -0.053 10.633
C 9.280 -0.912 10.677
O 8.364 -0.941 9.845
O 9.245 -1.666 11.657
H 10.772 -0.244 11.428
O 11.630 -1.413 14.201
C 12.255 -0.268 13.886
O 11.693 0.590 13.207
O 13.422 -0.070 14.217
H 10.802 -1.043 13.884
O 1.973 -1.126 12.204
C 1.931 -2.341 12.826
O 1.705 -3.360 12.140
O 2.271 -2.392 14.032
H 2.298 -0.435 12.785
O 9.454 -4.225 8.575
C 8.241 -4.821 8.597
O 7.270 -4.145 9.065
O 8.000 -5.915 8.015
H 8.920 -3.514 8.936
O 8.771 -1.317 14.287
C 7.774 -0.395 14.449
O 7.056 -0.152 13.455
O 7.750 0.193 15.546
H 8.710 -1.423 13.334
O 5.835 -3.873 15.381
C 6.681 -3.838 16.375
O 6.685 -3.001 17.249
O 7.536 -4.749 16.364
H 6.117 -4.759 15.143
O 8.983 4.261 10.344
C 7.726 4.364 9.885
O 6.766 3.740 10.357
O 7.501 5.141 8.968
H 9.565 4.632 9.677

Mulliken atomic charge list, values in e, 5 entries: atom 1 (C): -1.185, atom 2 (C): 0.560, atom 3 (O): -0.456, atom 4 (N): 1.515, atom 5 (H): -0.607

HOMO readings, ordered: -8.1 -8.3 -2.3 eV